A single C6H12N2O molecule. Source: the OMol25 dataset; level of theory: ωB97M-V with the def2-TZVPD basis set.

XYZ file:
```
21
Properties=species:S:1:pos:R:3:forces:R:3
O -0.4921 -1.7591 0.3593 0.0 0.1 -0.1
N -1.1561 1.0608 2.4675 -0.3 0.3 0.4
N 0.6121 -0.3078 2.8767 0.4 -0.5 0.3
C 0.9006 1.7253 0.1325 0.0 -0.1 -0.1
C -0.9077 -0.6321 -2.4905 0.0 -0.2 0.0
C -0.1682 0.4036 2.0147 -0.3 0.2 -0.4
C 0.0788 -0.6299 -0.1915 0.3 0.1 0.1
C 0.3774 -0.7184 -1.6642 -0.2 0.1 0.3
C 0.2930 0.4278 0.5940 -0.1 -0.3 -0.2
H 1.7673 1.5644 -0.5165 -0.1 0.1 0.1
H 1.0578 0.0838 -1.9566 0.0 -0.1 0.0
H -0.6985 -0.8330 -3.5402 -0.1 0.0 0.0
H 1.1025 -1.1078 2.5003 -0.1 0.2 0.1
H -1.3433 0.3615 -2.4066 -0.1 0.0 0.0
H 1.2200 2.2868 1.0068 0.1 0.1 -0.1
H -0.6178 -2.4117 -0.3361 0.0 0.0 0.0
H -1.6364 1.6216 1.7702 0.2 -0.2 -0.1
H 0.2129 -0.4284 3.7969 0.0 0.0 -0.1
H -1.6479 -1.3650 -2.1448 0.1 0.2 -0.1
H 0.1729 2.3303 -0.4117 0.0 0.1 0.0
H 0.8728 -1.6728 -1.8602 0.1 0.0 0.0
```
Forces are in eV/Å.

LUMO energy   0.682 eV
SMILES   [H]/N=C(N)\C(C)=C(/O)CC
Energy above the lowest of the compared OMol25 structures with the same formula, charge and spin   0.634 eV
Gap between HOMO and LUMO   9.18 eV

natural (NBO) population analysis, charges in e, atoms 1 to 5: atom 1 (O): -0.687, atom 2 (N): -0.725, atom 3 (N): -0.805, atom 4 (C): -0.627, atom 5 (C): -0.598

A molecular structure, C6H12N2O at a distorted geometry. Source: the OMol25 dataset; level of theory: ωB97M-V with the def2-TZVPD basis set.

XYZ file:
```
21
Properties=species:S:1:pos:R:3:forces:R:3
O -2.0201 0.2106 1.1767 0.0 0.6 0.7
N -1.1316 -1.3541 -1.8347 0.1 0.1 -0.1
N -1.7559 -0.8267 -0.7587 1.2 1.0 1.5
C 0.2574 1.6827 -1.4912 0.0 -0.2 -0.3
C 0.3268 -0.0742 0.6088 -1.6 3.2 -2.3
C -0.1079 1.3939 -0.2544 2.9 -0.4 2.2
C -1.1232 -0.2310 0.2249 -2.0 -3.9 -0.8
C 0.5706 0.1265 2.0883 0.2 0.7 0.3
C 1.4404 -0.8054 -0.0888 0.5 -0.5 -0.7
H -0.1216 -1.4065 -1.9478 -0.7 0.0 -0.2
H 1.1418 -1.7515 -0.5281 0.0 -0.3 0.2
H -2.2187 -0.4775 1.8275 0.2 0.1 -0.3
H 2.2835 -1.0004 0.5754 -0.3 -0.2 0.2
H -1.8032 -1.5998 -2.5482 0.8 0.0 0.0
H 1.6329 0.0513 2.3275 0.0 -0.2 -0.2
H 0.5930 0.9324 -2.1874 0.4 -0.1 -0.1
H 0.2152 2.7001 -1.8466 -0.4 0.1 -0.2
H -0.4321 2.1781 0.4228 -0.3 -0.2 0.0
H 0.2927 1.1213 2.4513 -0.3 -0.2 -0.1
H 0.0410 -0.6128 2.6846 0.0 -0.1 0.1
H 1.9190 -0.2571 -0.9020 -0.3 0.3 -0.1
```
Forces are in eV/Å.

LUMO energy (spin up / spin down)   0.872 / 0.872 eV
Energy above the lowest of the compared OMol25 structures with the same formula, charge and spin   4.388 eV
Gap between HOMO and LUMO (spin up / spin down)   8.05 / 8.05 eV

natural (NBO) population analysis, charges in e, atoms 1 to 5: atom 1 (O): -0.707, atom 2 (N): -0.671, atom 3 (N): -0.284, atom 4 (C): -0.441, atom 5 (C): -0.109

A single C6H12N2O molecule. Source: the OMol25 dataset; level of theory: ωB97M-V with the def2-TZVPD basis set.

XYZ file:
```
21
Properties=species:S:1:pos:R:3:forces:R:3
O -1.0831 -0.6472 1.7434 0.2 0.2 0.2
N -0.5939 1.8195 0.7601 -0.2 -0.4 0.0
N -0.0168 -2.3251 -1.3459 -0.2 0.2 0.5
C -0.9806 0.9879 -1.5408 0.1 0.0 0.1
C -0.2633 -1.9100 -0.0499 -0.4 0.1 -0.5
C 0.9490 0.0081 -0.0970 0.0 0.0 -0.4
C 1.8300 0.2690 1.0913 -0.2 0.1 0.1
C -0.3380 0.7259 -0.1883 0.3 -0.8 0.3
C -0.6390 -0.6918 0.4535 0.1 0.9 -0.4
H -1.2543 2.4928 0.3934 -0.1 -0.1 0.0
H -2.0258 1.2907 -1.4243 0.0 0.0 0.1
H 2.5811 -0.5148 1.1918 0.0 0.1 0.0
H 0.2517 2.3214 0.9986 0.1 -0.2 0.0
H 0.4494 -1.6264 -1.9091 0.1 -0.1 0.0
H 1.3237 0.3816 2.0592 0.0 0.0 0.0
H -0.9762 0.0985 -2.1654 0.1 0.0 0.0
H -0.4431 1.7900 -2.0521 0.0 0.0 0.0
H -0.3487 -2.7284 0.6604 0.0 0.0 0.1
H 0.3549 -3.2605 -1.4173 0.1 0.2 0.0
H -1.1439 0.3111 1.9446 0.0 -0.2 0.0
H 2.3667 1.2078 0.8937 0.0 -0.1 0.0
```
Forces are in eV/Å.

LUMO energy   0.973 eV
Energy above the lowest of the compared OMol25 structures with the same formula, charge and spin   3.983 eV
Gap between HOMO and LUMO   8.21 eV

natural (NBO) population analysis, charges in e, atoms 1 to 5: atom 1 (O): -0.697, atom 2 (N): -0.871, atom 3 (N): -0.796, atom 4 (C): -0.604, atom 5 (C): 0.104

A single C6H12N2O molecule at a distorted geometry. Source: the OMol25 dataset; level of theory: ωB97M-V with the def2-TZVPD basis set.

XYZ file:
```
21
Properties=species:S:1:pos:R:3:forces:R:3
O -3.1669 0.4807 0.1218 -0.5 0.2 0.2
N -0.9910 -0.1863 0.1217 -1.3 -0.6 -0.4
N 2.1335 0.2110 0.5557 0.5 -0.4 0.1
C 1.1286 0.6046 -0.0915 0.9 -0.7 -2.1
C -1.0396 -0.5840 1.5151 0.0 0.0 0.1
C 0.8315 2.0191 -0.5021 -0.1 0.1 0.3
C 0.6971 -1.9075 -0.5126 -0.1 0.2 -0.1
C -2.1194 0.3037 -0.4495 0.3 -0.2 -0.2
C 0.1813 -0.4902 -0.6926 0.5 1.3 1.8
H -1.1908 -1.6598 1.6119 0.0 0.0 0.1
H -1.8755 -0.0664 1.9832 0.1 -0.1 -0.1
H -0.0681 -0.2760 -1.7378 0.1 0.1 0.2
H -0.1151 -0.3055 2.0178 0.1 0.0 0.0
H -0.0987 -2.6271 -0.6970 0.0 0.0 -0.2
H 1.5599 2.7058 -0.0744 0.0 0.0 0.0
H 0.8562 2.1147 -1.5867 0.0 0.0 -0.1
H -1.9805 0.5486 -1.5190 0.0 0.0 0.0
H 2.8036 0.9377 0.7972 -0.4 0.3 0.3
H 1.5258 -2.0697 -1.1960 0.0 -0.1 -0.1
H 1.0857 -2.0673 0.4884 0.0 0.1 0.1
H -0.1577 2.3137 -0.1536 0.0 0.1 -0.1
```
Forces are in eV/Å.

LUMO energy   0.820 eV
SMILES   [H]/N=C(\C)[C@@H](C)N(C)C=O
Energy above the lowest of the compared OMol25 structures with the same formula, charge and spin   0.621 eV
Gap between HOMO and LUMO   9.96 eV

natural (NBO) population analysis, charges in e, atoms 1 to 5: atom 1 (O): -0.614, atom 2 (N): -0.443, atom 3 (N): -0.651, atom 4 (C): 0.342, atom 5 (C): -0.432

A single C6H12N2O2 molecule at a distorted geometry. Source: the OMol25 dataset; level of theory: ωB97M-V with the def2-TZVPD basis set.

XYZ file:
```
22
Properties=species:S:1:pos:R:3:forces:R:3
O -0.9258 -1.9264 -0.1337 0.5 2.2 -0.8
O -1.3315 -0.4761 -1.7784 0.8 1.3 -1.0
N 1.1896 -0.2481 -0.6972 0.3 0.7 -0.2
N -1.0191 0.3186 0.3941 1.5 1.0 0.7
C 1.9780 0.6236 1.0963 -0.1 0.0 0.2
C 1.1773 1.1311 -0.1192 0.0 -0.3 -0.5
C -0.8505 -0.7471 -0.5159 -2.2 -2.9 1.4
C -2.2632 0.4482 1.1129 -0.3 -0.2 -0.2
C 2.1533 -0.7040 0.3367 -0.1 -0.4 -0.2
C -0.2782 1.5304 0.0926 -0.4 -0.4 0.1
H -2.1133 1.1084 1.9782 -0.1 -0.2 -0.2
H -2.5861 -0.5397 1.4591 0.1 0.2 -0.1
H 3.1565 -0.8496 -0.0803 -0.1 0.0 0.2
H 1.4597 -0.3450 -1.6722 0.0 0.0 0.2
H 2.8949 1.1763 1.3236 -0.2 -0.1 -0.1
H 1.7129 1.8555 -0.7436 -0.1 0.0 0.2
H 1.3655 0.5292 2.0008 0.1 0.0 -0.2
H -0.3651 2.2230 0.9398 -0.1 0.0 -0.3
H -0.6621 2.0188 -0.8229 0.1 0.3 0.1
H -3.0651 0.8727 0.4826 0.1 0.0 0.2
H -1.2939 0.4971 -2.0011 -0.1 -1.5 0.6
H 1.8045 -1.6177 0.8341 0.1 0.2 -0.1
```
Forces are in eV/Å.

LUMO energy   0.609 eV
SMILES   CN(C[C@H]1CCN1)C(=O)O
Energy above the lowest of the compared OMol25 structures with the same formula, charge and spin   2.065 eV
Gap between HOMO and LUMO   9.28 eV

natural (NBO) population analysis, charges in e, atoms 1 to 5: atom 1 (O): -0.656, atom 2 (O): -0.711, atom 3 (N): -0.570, atom 4 (N): -0.538, atom 5 (C): -0.427

A molecular structure, C6H12N2O2 at a distorted geometry. Source: the OMol25 dataset; level of theory: ωB97M-V with the def2-TZVPD basis set.

XYZ file:
```
22
Properties=species:S:1:pos:R:3:forces:R:3
O -1.6111 1.0706 -0.5162 -0.5 -0.1 -0.3
O -1.4815 0.8174 1.7385 -0.4 -0.2 0.5
N 1.3392 0.2539 -0.2637 1.4 1.0 -1.0
N -0.5610 -1.0658 0.3078 3.0 -0.4 -0.9
C 1.5978 -2.0874 -0.8422 -0.2 -0.4 -0.2
C 0.6535 1.1825 0.5676 -2.5 -0.8 0.4
C -0.9633 0.7306 0.4606 2.5 1.5 -0.1
C 0.9807 -1.0333 -0.3407 -3.7 -0.1 1.5
C 0.8006 2.6202 0.1118 0.1 -0.3 0.1
C -1.5237 -1.8104 -0.4871 0.1 -0.2 -0.1
H -1.2727 -2.8745 -0.5569 0.1 0.2 -0.1
H 0.9316 1.0406 1.6205 0.1 0.2 -0.1
H -1.5549 -1.3559 -1.4726 -0.1 0.0 -0.1
H -0.5214 -1.4028 1.2625 0.2 -0.1 0.0
H 1.1112 -3.0411 -0.9547 -0.2 0.0 0.1
H 0.3327 3.2739 0.8458 0.1 0.1 0.0
H 1.8548 2.8986 0.0038 -0.1 0.0 0.1
H 0.2950 2.7544 -0.8427 0.0 0.0 -0.1
H -2.5146 -1.7484 -0.0412 0.0 0.2 0.1
H 2.5948 -2.0059 -1.2408 0.2 0.1 0.0
H -2.3878 1.1517 1.6618 0.1 -0.2 -0.2
H 1.8999 0.6311 -1.0219 -0.1 -0.2 0.3
```
Forces are in eV/Å.

LUMO energy   0.837 eV
Energy above the lowest of the compared OMol25 structures with the same formula, charge and spin   2.237 eV
Gap between HOMO and LUMO   8.88 eV

natural (NBO) population analysis, charges in e, atoms 1 to 5: atom 1 (O): -0.750, atom 2 (O): -0.758, atom 3 (N): -0.632, atom 4 (N): -0.537, atom 5 (C): -0.563